DFT (ωB97M-V with the def2-TZVPD basis set) results for a molecular structure, C2Li2O4.

Each line ends with the natural charge from an NBO analysis.
CARTESIAN COORDINATES (ANGSTROEM)
O: -0.920 -0.845 0.002  -0.951
C: -0.400 0.261 -0.373  0.654
O: -1.107 1.274 -0.517  -0.758
Li: -2.450 0.358 0.623  0.949
Li: 0.469 -2.147 0.075  0.957
O: 1.549 1.465 0.317  -0.630
O: 1.712 -0.747 -0.014  -0.880
C: 1.147 0.381 -0.112  0.659

As for the lowest unoccupied orbital energy: -0.96 eV. The HOMO-LUMO gap is 7.538 eV. The calculation puts the energy above the lowest of the compared OMol25 structures with the same formula, charge and spin at 0.0 kJ/mol. As for the total energy: -10676.9069 eV. The molecular weight comes out at 101.90 u.